Record 1
The following is a quantum chemistry calculation of a cluster of 2 separate species, C24H38ClF3I2N4O8P2S in total at a distorted geometry, from the OMol25 dataset.

Results
net charge: 0
multiplicity: 1
highest occupied orbital energy: -6.970 eV
lowest unoccupied orbital energy: -1.113 eV
F_max: 13.6 eV Å⁻¹

Element x y z (Å)
C: 0.99 3.90 1.46
C: -0.29 3.33 0.64
N: -0.79 2.00 0.74
C: -0.17 0.72 0.35
P: 1.59 1.00 -0.28
C: 2.19 2.38 -1.28
C: 2.75 -0.45 -0.43
C: 0.14 0.16 1.93
N: 1.46 0.70 2.25
C: 2.43 0.06 2.89
S: 3.27 -0.50 4.30
O: -0.69 0.95 2.92
C: -0.11 1.64 3.96
C: -1.34 2.21 4.96
C: -0.35 -1.31 2.27
I: 1.12 -2.98 2.50
P: -1.03 -1.63 4.07
O: 0.28 -1.69 5.22
O: -2.38 -0.81 4.60
C: -1.61 -1.69 1.27
O: -2.69 -0.74 1.71
I: -2.30 -3.51 2.27
N: -1.35 -1.68 -0.21
C: -0.32 -2.64 -0.72
C: -0.37 -4.23 -0.52
O: -1.35 -5.13 -0.55
Cl: 1.32 -5.09 -0.46
C: -2.62 -2.28 -0.85
O: -2.67 -2.79 -2.12
O: -4.00 -2.29 -0.35
C: -1.12 -0.19 -0.68
C: -0.37 -0.18 -2.18
C: -0.31 1.11 -3.09
O: 0.93 1.04 -3.93
C: 0.57 1.35 -5.35
C: 2.01 1.59 -6.16
C: -2.55 0.44 -1.17
C: -2.85 1.97 -1.55
C: -4.20 2.63 -0.81
F: -4.11 4.11 -1.03
F: -5.45 2.18 -1.53
F: -4.29 2.39 0.63
H: 0.59 4.31 2.50
H: 1.37 4.87 0.88
H: 1.92 3.20 1.55
H: -0.14 3.64 -0.51
H: -1.18 4.07 0.96
H: -1.80 2.01 0.95
H: 2.89 3.09 -0.63
H: 1.48 3.12 -1.85
H: 2.93 1.98 -2.14
H: 3.87 -0.06 -0.30
H: 2.73 -0.98 -1.50
H: 2.57 -1.32 0.35
H: 0.57 2.57 3.82
H: 0.49 0.91 4.69
H: -2.29 2.26 4.27
H: -1.09 3.33 5.29
H: -1.51 1.51 5.89
H: -0.12 -1.26 6.06
H: -2.25 -0.51 5.55
H: -3.51 -1.23 1.97
H: -0.16 -2.68 -1.90
H: 0.73 -2.25 -0.35
H: -1.04 -0.95 -2.82
H: 0.67 -0.70 -2.23
H: -0.30 2.17 -2.61
H: -1.20 1.12 -3.89
H: 0.02 0.46 -5.88
H: -0.10 2.33 -5.43
H: 1.81 1.48 -7.32
H: 2.38 2.69 -5.88
H: 2.76 0.79 -5.75
H: -3.48 0.23 -0.45
H: -2.90 -0.08 -2.20
H: -3.14 2.13 -2.71
H: -2.01 2.77 -1.41
C: 4.58 -7.30 -0.37
C: 5.34 -6.00 -0.58
N: 5.97 -4.92 -0.76
H: 4.86 -8.02 -1.14
H: 4.82 -7.71 0.62
H: 3.50 -7.12 -0.43

Record 2
The following is a quantum chemistry calculation of the ion C12H16N3 with charge +1 at a distorted geometry, from the OMol25 dataset.

Results
net charge: +1
ΔE to the lowest compared entry with this formula, charge and spin: 4.8546 eV
multiplicity: 1
highest occupied orbital energy (alpha / beta): -12.221 / -12.221 eV
lowest unoccupied orbital energy (alpha / beta): -5.715 / -5.716 eV
F_max: 4.0 eV Å⁻¹

Element x y z (Å)
C: -0.25 -0.06 -0.94
C: -0.40 -0.73 -3.02
C: -0.82 0.31 0.35
C: 0.22 0.77 1.34
C: 1.46 0.11 1.40
C: 1.60 -1.18 1.10
C: 1.61 -2.43 0.81
C: -2.15 0.15 0.51
C: -0.84 -1.19 -4.41
C: 0.11 2.10 1.86
C: 2.53 0.72 2.22
C: -2.78 0.38 1.84
N: -0.99 -0.82 -1.84
N: 0.69 -0.01 -2.79
N: 0.85 0.38 -1.50
H: 1.97 -2.82 -0.22
H: 1.35 -3.27 1.39
H: -2.71 0.10 -0.48
H: -1.86 -0.83 -4.61
H: -0.06 -0.79 -5.11
H: -0.75 -2.26 -4.31
H: -0.92 2.60 1.75
H: 0.86 2.81 1.40
H: 0.36 2.22 2.92
H: 2.02 0.89 3.14
H: 2.95 1.69 1.82
H: 3.36 0.00 2.30
H: -3.40 -0.51 1.92
H: -3.51 1.16 2.12
H: -1.96 0.24 2.51
H: 1.46 0.27 -3.47

Record 3
The following is a quantum chemistry calculation of the ion C6H15N4O2 with charge +1, from the OMol25 dataset.

Results
net charge: +1
SMILES string: NC(=[NH2+])NCCC[C@H](N)C(=O)O
ΔE to the lowest compared entry with this formula, charge and spin: 0.0000 eV
multiplicity: 1
highest occupied orbital energy: -12.587 eV
lowest unoccupied orbital energy: -2.555 eV
F_max: 0.6 eV Å⁻¹

Element x y z (Å)
N: -3.86 -0.25 0.17
C: -2.71 0.43 0.15
N: -2.72 1.74 0.42
N: -1.57 -0.16 -0.11
C: -1.35 -1.56 -0.44
C: 0.12 -1.75 -0.79
C: 1.04 -1.47 0.40
C: 2.25 -0.60 0.04
N: 3.20 -0.62 1.15
C: 1.86 0.84 -0.27
O: 0.76 1.32 -0.11
O: 2.89 1.55 -0.69
H: -4.74 0.20 0.36
H: -3.88 -1.24 -0.02
H: -1.86 2.25 0.40
H: -3.57 2.23 0.62
H: -0.71 0.41 -0.09
H: -1.61 -2.19 0.42
H: -1.98 -1.84 -1.29
H: 0.26 -2.76 -1.15
H: 0.36 -1.07 -1.62
H: 1.43 -2.40 0.81
H: 0.49 -0.98 1.21
H: 2.77 -1.02 -0.83
H: 2.82 -0.17 1.97
H: 4.08 -0.19 0.90
H: 2.67 2.49 -0.83

Record 4
The following is a quantum chemistry calculation of an isolated molecule of C6H10O at a distorted geometry, from the OMol25 dataset.

Results
net charge: 0
SMILES string: C[C@H]1CC=CCO1
ΔE to the lowest compared entry with this formula, charge and spin: 1.8279 eV
multiplicity: 1
highest occupied orbital energy: -9.345 eV
lowest unoccupied orbital energy: 1.127 eV
F_max: 1.8 eV Å⁻¹

Element x y z (Å)
C: -1.80 0.10 -0.58
C: -0.85 0.43 0.56
C: -0.01 -0.85 0.88
C: 0.95 -1.13 -0.44
C: 1.57 -0.02 -0.85
C: 1.36 1.05 0.18
O: 0.02 1.51 0.21
H: -2.56 -0.60 -0.23
H: -1.23 -0.37 -1.39
H: -2.28 1.00 -0.97
H: -1.44 0.80 1.41
H: -0.64 -1.72 0.98
H: 0.36 -0.70 1.93
H: 0.93 -2.00 -1.13
H: 2.13 0.16 -1.77
H: 1.46 0.43 1.08
H: 2.03 1.90 0.13